{
  "formula": "C27H32CoN9O3S5",
  "method": "ωB97M-V/def2-TZVPD",
  "energy_ev": -139863.25192,
  "total_charge": 2,
  "orbital_gap_ev": 7.767,
  "lumo_energy_ev": -6.00,
  "largest_force_ev_per_a": 0.93,
  "relative_energy_ev": 0.509,
  "homo_ha": -0.5059,
  "symbols": ["Co", "C", "C", "N", "N", "C", "S", "N", "N", "H", "H", "H", "H", "H", "H", "S", "C", "N", "C", "C", "S", "H", "H", "H", "H", "H", "C", "C", "C", "C", "C", "C", "C", "S", "O", "O", "O", "H", "H", "H", "H", "H", "H", "H", "S", "C", "C", "C", "N", "C", "C", "C", "C", "C", "N", "C", "C", "H", "H", "H", "H", "H", "H", "H", "H", "C", "N", "C", "C", "N", "C", "H", "H", "H", "H", "H", "H"],
  "xyz": [[0.4717, -0.0854, 0.6590], [2.4882, -5.8851, -0.0672], [1.2306, -5.1073, -0.0312], [0.0649, -5.5141, -0.4148], [-0.7639, -4.4573, -0.1868], [-0.1425, -3.4037, 0.3344], [-0.9133, -1.9194, 0.6853], [1.1420, -3.8113, 0.4578], [2.1416, -3.0268, 1.0091], [2.2746, -6.8733, -0.4648], [2.9094, -5.9928, 0.9327], [3.2286, -5.3975, -0.7027], [-1.7410, -4.5236, -0.4253], [2.5728, -3.5103, 1.7879], [2.8248, -2.7634, 0.3078], [1.1381, -0.5854, 2.7660], [1.4871, 0.7526, 3.7498], [1.1927, 2.0226, 3.5646], [1.3507, 2.9040, 4.7259], [2.4344, 2.2537, 5.5732], [2.2585, 0.4625, 5.2715], [0.7233, 2.3188, 2.7209], [0.4005, 2.9532, 5.2633], [1.6316, 3.9047, 4.4036], [2.3082, 2.4581, 6.6323], [3.4331, 2.5524, 5.2606], [2.0446, -5.4226, -4.6707], [1.9204, -4.1316, -3.9163], [0.6749, -3.5761, -3.6398], [0.5602, -2.3696, -2.9627], [1.7140, -1.7155, -2.5640], [2.9753, -2.2449, -2.8243], [3.0662, -3.4489, -3.4959], [1.6207, -0.2359, -1.6378], [0.1728, -0.0217, -1.2710], [2.2232, 0.8534, -2.3309], [2.2040, -0.5575, -0.2904], [1.0785, -5.9060, -4.7975], [2.7140, -6.1139, -4.1587], [2.4638, -5.2422, -5.6618], [-0.2206, -4.0896, -3.9651], [-0.4102, -1.9427, -2.7494], [3.8689, -1.7167, -2.5172], [4.0423, -3.8656, -3.7108], [-5.0450, 3.1261, 1.9530], [-3.6099, 2.2255, 1.5447], [-2.8536, 1.6963, 2.5983], [-1.6994, 1.0038, 2.3303], [-1.2317, 0.8181, 1.0831], [-1.9739, 1.2858, 0.0668], [-3.1432, 1.9886, 0.2504], [-5.8589, 3.2878, 0.3777], [-5.5926, 4.3644, -0.4561], [-6.2882, 4.4451, -1.6548], [-7.1984, 3.5539, -2.0327], [-7.4592, 2.5422, -1.2132], [-6.8184, 2.3597, 0.0063], [-3.1842, 1.7980, 3.6231], [-1.1448, 0.5302, 3.1265], [-1.6080, 1.0772, -0.9289], [-3.6900, 2.3301, -0.6161], [-4.8806, 5.1289, -0.1774], [-6.1083, 5.2682, -2.3359], [-8.2176, 1.8409, -1.5396], [-7.0660, 1.5217, 0.6423], [2.0475, 4.6505, -1.2980], [2.0413, 3.5097, -0.3891], [3.1240, 3.0171, 0.3029], [2.6975, 1.9006, 0.9387], [1.3581, 1.7102, 0.6613], [1.0145, 2.6947, -0.1620], [2.7028, 5.4204, -0.8998], [1.0397, 5.0488, -1.3797], [2.3995, 4.3351, -2.2781], [4.0873, 3.4930, 0.2668], [3.2553, 1.2120, 1.5468], [0.0450, 2.8368, -0.6064]],
  "forces_ev_per_angstrom": [[-0.2, 0.9, 0.1], [0.0, 0.0, 0.0], [-0.1, 0.0, 0.1], [0.0, -0.1, 0.0], [0.1, 0.0, 0.0], [0.1, 0.1, -0.2], [0.2, -0.1, 0.3], [0.0, 0.1, -0.1], [0.0, -0.1, 0.2], [0.0, 0.0, 0.0], [0.0, 0.0, 0.0], [0.0, 0.0, 0.0], [0.0, 0.0, 0.0], [0.0, 0.0, 0.0], [-0.1, 0.0, 0.0], [0.3, -0.1, -0.1], [-0.2, 0.0, 0.0], [0.0, 0.0, 0.1], [0.0, 0.0, 0.0], [0.0, 0.0, 0.0], [0.0, 0.0, 0.1], [0.0, 0.0, 0.0], [0.0, 0.0, 0.0], [0.0, 0.0, 0.0], [0.0, 0.0, 0.0], [0.0, 0.0, 0.0], [0.0, 0.0, 0.0], [0.0, 0.0, 0.0], [0.0, 0.0, 0.0], [0.0, 0.0, 0.0], [0.0, 0.0, 0.1], [0.0, 0.0, -0.1], [0.0, 0.0, 0.0], [-0.1, -0.2, 0.0], [0.1, 0.4, -0.2], [0.2, -0.1, 0.0], [-0.3, -0.3, 0.1], [0.0, 0.0, 0.0], [0.0, 0.0, 0.0], [0.0, 0.0, 0.0], [0.0, 0.0, 0.0], [0.0, 0.0, 0.0], [0.0, 0.0, 0.0], [0.0, 0.0, 0.0], [0.0, -0.1, 0.0], [0.0, 0.1, 0.0], [0.0, 0.0, 0.0], [-0.1, -0.1, 0.0], [0.1, -0.3, 0.0], [0.0, 0.0, -0.1], [0.0, -0.1, 0.0], [0.0, 0.1, 0.0], [0.0, 0.0, 0.1], [0.0, 0.0, 0.0], [0.0, 0.0, 0.0], [0.0, 0.0, 0.0], [0.0, 0.0, 0.0], [0.0, 0.0, 0.0], [0.0, 0.0, 0.0], [0.0, 0.0, 0.0], [0.0, 0.0, 0.0], [0.0, 0.0, 0.0], [0.0, 0.0, 0.0], [0.0, 0.0, 0.0], [0.0, 0.0, 0.0], [0.0, 0.0, 0.0], [0.0, 0.0, 0.1], [0.0, 0.0, 0.0], [0.1, 0.0, 0.0], [0.1, -0.2, -0.4], [-0.1, 0.1, 0.1], [0.0, 0.0, 0.0], [0.0, 0.0, 0.0], [0.0, 0.0, 0.0], [0.0, 0.0, 0.0], [0.0, 0.0, 0.0], [0.0, 0.0, 0.0]]
}

***

{
  "formula": "C16H20ClNO4",
  "method": "ωB97M-V/def2-TZVPD",
  "energy_ev": -39120.51475,
  "total_charge": 0,
  "orbital_gap_ev": 9.656,
  "smiles": "CC(C)(C)NC(=O)COC(=O)CCC(=O)c1ccc(Cl)cc1",
  "lumo_energy_ev": 0.23,
  "largest_force_ev_per_a": 0.85,
  "relative_energy_ev": 0.128,
  "homo_ha": -0.3465,
  "symbols": ["C", "H", "H", "H", "C", "N", "C", "O", "C", "H", "H", "O", "C", "O", "C", "H", "C", "C", "O", "C", "C", "C", "C", "C", "C", "H", "H", "Cl", "H", "H", "H", "H", "H", "H", "C", "H", "H", "H", "C", "H", "H", "H"],
  "xyz": [[3.8753, 2.4828, -0.1844], [4.0270, 3.5520, -0.0658], [4.5646, 2.1102, -0.9365], [4.0893, 1.9900, 0.7614], [2.4355, 2.1991, -0.6185], [2.2508, 0.7538, -0.7672], [2.9153, -0.0291, -1.6272], [3.7873, 0.3287, -2.3893], [2.4740, -1.5083, -1.5565], [2.5022, -1.8537, -0.5174], [3.1464, -2.1011, -2.1778], [1.1689, -1.7227, -2.0972], [0.1126, -1.5068, -1.3249], [0.1677, -1.0657, -0.1998], [-1.1697, -1.8824, -2.0277], [-1.1515, -2.9626, -2.1925], [-2.3706, -1.5166, -1.1601], [-2.3752, -2.3619, 0.1051], [-2.0948, -3.5372, 0.0743], [-2.8131, -1.6970, 1.3583], [-3.6060, -2.4231, 2.2462], [-4.0456, -1.8575, 3.4264], [-3.6647, -0.5605, 3.7381], [-2.8443, 0.1638, 2.8857], [-2.4273, -0.4024, 1.6963], [-1.7546, 0.1457, 1.0562], [-2.5360, 1.1617, 3.1559], [-4.2052, 0.1561, 5.2120], [-4.6711, -2.4153, 4.1053], [-3.8795, -3.4358, 1.9911], [-3.2929, -1.7511, -1.6975], [-2.3737, -0.4547, -0.9236], [-1.1997, -1.3915, -3.0009], [1.5447, 0.3220, -0.1831], [2.1366, 2.8905, -1.9510], [2.2578, 3.9655, -1.8509], [2.8204, 2.5286, -2.7134], [1.1168, 2.6803, -2.2672], [1.4528, 2.6632, 0.4553], [1.6485, 2.1554, 1.3973], [1.5522, 3.7335, 0.6139], [0.4289, 2.4541, 0.1516]],
  "forces_ev_per_angstrom": [[-0.1, 0.0, -0.1], [0.0, 0.2, 0.0], [0.1, 0.0, 0.0], [0.0, 0.0, 0.1], [0.2, 0.2, -0.1], [-0.3, 0.3, 0.4], [-0.4, -0.8, 0.1], [0.3, 0.1, -0.3], [0.5, 0.1, 0.2], [0.0, 0.0, -0.2], [-0.1, 0.2, 0.1], [-0.1, 0.0, -0.3], [-0.3, -0.1, -0.2], [0.0, -0.1, 0.1], [-0.1, 0.1, 0.2], [0.0, 0.1, -0.1], [0.4, -0.2, -0.2], [-0.1, 0.3, -0.2], [0.0, -0.1, 0.0], [-0.1, -0.1, 0.5], [0.1, 0.1, -0.2], [0.0, 0.1, 0.1], [0.1, -0.1, -0.3], [-0.1, 0.0, 0.1], [-0.1, -0.2, -0.1], [0.0, 0.1, -0.1], [0.0, 0.1, 0.0], [-0.1, 0.1, 0.2], [-0.1, 0.0, 0.1], [0.0, -0.1, 0.0], [0.0, 0.0, 0.0], [-0.1, 0.0, 0.0], [0.0, 0.0, 0.0], [0.2, -0.1, -0.2], [0.1, -0.1, 0.1], [0.0, 0.2, 0.0], [0.0, 0.0, -0.1], [-0.1, 0.0, 0.0], [0.2, -0.1, -0.2], [0.0, 0.0, 0.1], [0.0, 0.1, 0.0], [-0.1, 0.0, 0.0]]
}

***

{
  "formula": "C17H50CuO10S8",
  "method": "ωB97M-V/def2-TZVPD",
  "energy_ev": -170201.24971,
  "total_charge": 3,
  "s2": 2.0083,
  "orbital_gap_ev": [9.439, 3.650],
  "spin_multiplicity": 3,
  "lumo_energy_ev": [-6.68, -12.30],
  "largest_force_ev_per_a": 4.44,
  "relative_energy_ev": 0.198,
  "homo_ha": [-0.5923, -0.5863],
  "symbols": ["Cu", "O", "S", "O", "O", "C", "C", "C", "H", "H", "H", "H", "H", "H", "H", "H", "C", "S", "O", "C", "H", "H", "H", "H", "H", "H", "C", "S", "O", "C", "H", "H", "H", "H", "H", "H", "C", "S", "O", "C", "H", "H", "H", "H", "H", "H", "C", "S", "O", "C", "H", "H", "H", "H", "H", "H", "C", "S", "O", "C", "H", "H", "H", "H", "H", "H", "C", "S", "O", "C", "H", "H", "H", "H", "H", "H", "C", "S", "O", "C", "H", "H", "H", "H", "H", "H"],
  "xyz": [[0.4238, 0.3117, -0.3002], [0.6547, -2.1824, 3.3909], [-0.1453, -1.0339, 3.0765], [0.2024, -0.1166, 1.9559], [-1.7054, -1.6539, 2.6341], [-2.3682, -2.5714, 3.4752], [-3.4939, -1.6876, 4.1273], [-0.6726, -0.1459, 4.6372], [-1.7112, -3.0650, 4.1914], [-2.7685, -3.4230, 2.9250], [-3.7305, -0.7229, 3.6786], [-3.0986, -1.3827, 5.0963], [-4.3791, -2.3236, 4.1332], [-1.5935, 0.4001, 4.4324], [0.1063, 0.6166, 4.6370], [-0.6643, -0.7479, 5.5458], [-3.5048, -0.7730, 0.6741], [-2.7593, 0.8589, 1.1569], [-1.5385, 0.9479, 0.2284], [-4.1479, 1.8985, 0.4644], [-4.2661, -0.6023, -0.0870], [-4.1509, -1.2168, 1.4315], [-2.7351, -1.4613, 0.3251], [-4.5920, 1.5185, -0.4557], [-3.8295, 2.9326, 0.3329], [-4.9664, 1.8976, 1.1842], [3.1970, 2.2586, -3.7275], [3.1369, 0.7893, -2.6010], [1.8413, 0.5211, -1.8464], [3.2292, -0.5304, -3.8870], [2.4354, 2.1596, -4.5010], [4.0744, 2.2403, -4.3740], [3.1645, 3.2082, -3.1933], [3.0506, -1.5207, -3.4683], [4.2415, -0.6030, -4.2846], [2.4332, -0.4751, -4.6296], [2.6105, 2.0887, 3.1934], [1.6214, 2.9490, 1.8051], [1.3821, 1.8475, 0.7588], [-0.0390, 3.2266, 2.7161], [2.0552, 1.2542, 3.6217], [2.7194, 2.8394, 3.9761], [3.6437, 1.7535, 3.1027], [-0.4337, 2.2401, 2.9592], [-0.8073, 3.7565, 2.1531], [0.1491, 3.8275, 3.6058], [4.5441, -1.8859, -0.3709], [3.7813, -0.5828, 0.7581], [2.2988, -0.6280, 0.4103], [4.0618, -1.5443, 2.3013], [5.5891, -2.0060, -0.0852], [4.4947, -1.4186, -1.3544], [4.1126, -2.8816, -0.4739], [3.3334, -2.3541, 2.3446], [3.8811, -0.9223, 3.1780], [5.0548, -1.9900, 2.3595], [-0.9492, 4.9141, -1.2937], [-0.1816, 3.6339, -2.2188], [0.0150, 2.4662, -1.3020], [-1.7748, 3.2310, -3.0148], [-1.9461, 4.6568, -0.9357], [-1.0064, 5.8296, -1.8826], [-0.3298, 5.2263, -0.4530], [-2.2239, 4.0385, -3.5931], [-2.3652, 3.0562, -2.1154], [-1.7258, 2.3876, -3.7036], [-0.6721, -1.0525, -4.5966], [-1.5819, -1.2353, -2.9638], [-0.8350, -0.2474, -2.0173], [-3.2265, -0.3589, -3.3280], [-1.3220, -1.2034, -5.4585], [0.2798, -1.5500, -4.7825], [-0.5993, 0.0324, -4.6723], [-2.9342, 0.5944, -3.7684], [-3.7336, -0.1708, -2.3817], [-3.8663, -0.9245, -4.0054], [0.5947, -4.3354, 0.6701], [-0.3210, -3.3046, -0.4657], [-0.1505, -1.8702, -0.0276], [1.0600, -3.5415, -1.7512], [1.5774, -3.9242, 0.9010], [0.8485, -5.3034, 0.2382], [-0.0017, -4.3739, 1.5817], [1.8646, -2.9506, -1.3136], [0.8203, -3.0277, -2.6821], [1.2640, -4.5826, -2.0016]],
  "forces_ev_per_angstrom": [[-1.6, 0.9, 0.1], [0.4, 0.8, -0.1], [-3.7, -0.9, -1.4], [-0.8, -1.8, 4.0], [3.9, 1.3, -1.0], [-1.3, 1.1, 0.9], [0.7, -1.5, 0.5], [1.3, 0.7, -1.7], [0.2, 0.4, 0.3], [-0.1, 0.4, -0.6], [0.2, -0.4, -0.8], [-0.7, -0.4, 0.4], [-0.2, 0.4, 0.8], [-0.1, -0.5, -0.1], [0.1, 0.1, 0.7], [0.0, -0.2, -0.4], [-1.1, 0.4, -0.2], [0.0, -1.1, -1.5], [-1.3, 0.5, 0.7], [0.3, -0.1, 0.1], [0.4, 0.2, -0.5], [0.6, 0.1, 0.6], [0.1, 0.4, 0.3], [0.5, -0.1, -0.1], [0.2, -0.1, 0.1], [0.2, -0.1, 0.4], [-0.8, -0.2, -0.4], [0.2, -0.9, -0.6], [0.9, 0.6, -1.3], [-0.2, -0.5, 0.4], [-0.7, 0.1, 0.5], [0.7, -0.5, 0.7], [-0.2, -0.3, 0.2], [0.0, 0.2, 0.8], [-0.1, 0.6, -0.3], [0.3, 0.8, -0.2], [-1.0, 0.7, 0.8], [-0.6, -2.0, 0.2], [0.8, 1.1, 0.7], [0.9, -0.6, 0.1], [-0.3, 0.1, -0.3], [-0.3, 0.2, 0.1], [0.0, 0.2, -1.4], [0.2, 0.0, 0.0], [0.6, 0.0, -0.7], [0.3, -0.2, 0.1], [0.3, 1.2, -0.3], [0.2, -2.6, -0.8], [1.2, -0.5, 0.4], [-0.8, 0.2, 0.5], [0.0, 0.2, 0.0], [0.2, 0.0, 0.0], [-0.6, 0.2, 0.8], [-0.2, 0.1, -0.3], [0.1, 0.2, -0.2], [0.1, 0.4, -0.4], [0.1, 1.5, 0.9], [-0.8, -0.9, -0.6], [0.2, 0.7, -0.4], [0.0, 0.2, -0.3], [0.1, -0.2, 0.0], [-0.1, -0.1, -0.4], [0.2, -0.4, 0.1], [0.3, 0.3, 0.2], [-0.3, -0.5, -0.4], [0.3, -0.1, 0.4], [-1.6, 1.4, -0.2], [0.8, 1.1, 0.7], [-0.9, -1.0, -1.9], [1.4, 0.0, -0.3], [-0.3, -0.8, 0.2], [-0.2, -0.2, 0.8], [0.7, 0.2, 0.3], [-0.2, -0.1, 0.0], [0.3, -0.3, 0.1], [0.3, -0.2, 0.0], [0.2, 0.0, 0.8], [2.0, 0.0, -1.4], [0.0, -0.8, 0.2], [-1.1, 0.9, -0.1], [-0.2, 0.6, 0.0], [-0.8, -0.2, 0.0], [0.2, -0.4, 0.0], [0.2, -0.4, 0.2], [-0.4, 0.0, 0.0], [0.1, 0.1, 0.4]]
}

***

{
  "formula": "C4H6Cl2Si",
  "method": "ωB97M-V/def2-TZVPD",
  "energy_ev": -37162.86763,
  "total_charge": 0,
  "orbital_gap_ev": [6.919, 6.918],
  "lumo_energy_ev": [-1.66, -1.66],
  "largest_force_ev_per_a": 7.08,
  "relative_energy_ev": 7.889,
  "homo_ha": [-0.3152, -0.3152],
  "symbols": ["C", "C", "C", "C", "Si", "Cl", "Cl", "H", "H", "H", "H", "H", "H"],
  "xyz": [[-1.3415, -0.0025, 0.9549], [0.8494, -0.5446, 1.9556], [-1.2233, 0.2028, -0.4914], [0.0677, -0.3047, -1.1165], [1.5123, -0.1651, 0.2789], [2.9886, -1.2982, -0.3767], [1.9404, 1.8000, -0.0794], [-2.2124, 0.2318, 1.3583], [0.3221, 0.2627, 2.4786], [-2.1714, -0.2316, -1.0036], [-1.1723, 1.2917, -0.6379], [-0.0149, -1.3626, -1.1976], [0.4554, 0.1204, -2.1231]],
  "forces_ev_per_angstrom": [[6.5, -1.7, -2.3], [-2.6, 0.2, -1.0], [-0.6, -0.7, -0.6], [1.9, 0.0, 0.6], [-3.2, 1.0, -1.1], [1.3, -0.9, -0.2], [0.7, 1.0, 0.1], [-4.2, 1.1, 2.0], [0.9, 0.2, 0.4], [1.2, 1.0, 0.6], [-0.8, 0.3, 0.2], [-0.2, -1.1, -0.5], [-1.0, -0.5, 1.8]]
}